This record from the Open Molecules 2025 dataset describes C39H43AgAsNO3P as an isolated structure. The level of theory is ωB97M-V/def2-TZVPD.

Geometry as XYZ:
```
89
Properties=species:S:1:pos:R:3:forces:R:3
Ag 1.040 -2.240 1.419 -0.078 0.009 -0.151
C -3.505 1.548 2.393 0.053 0.047 0.075
C -2.189 1.740 3.102 0.034 -0.062 -0.040
C -2.053 2.829 3.959 -0.023 -0.003 -0.014
C -0.884 3.063 4.666 0.057 -0.012 0.016
C 0.188 2.196 4.526 -0.050 0.029 0.001
C 0.079 1.115 3.666 -0.093 0.033 -0.025
C -1.095 0.868 2.950 -0.012 0.051 -0.011
P -0.956 -0.618 1.871 -0.069 -0.030 0.064
C -1.927 -0.191 0.386 -0.044 -0.042 0.044
C -3.079 -0.900 0.065 -0.081 -0.010 -0.049
C -3.853 -0.550 -1.031 0.040 -0.003 0.035
C -3.482 0.537 -1.807 0.051 0.025 0.015
C -2.315 1.228 -1.511 -0.026 -0.089 0.050
C -1.504 0.857 -0.442 -0.019 0.075 -0.074
C -0.213 1.590 -0.203 0.011 -0.005 0.040
C -1.904 -1.904 2.732 0.008 0.103 0.107
C -2.686 -1.634 3.856 0.031 -0.071 -0.049
C -3.201 -2.649 4.644 0.000 0.051 -0.005
C -2.906 -3.968 4.304 0.000 -0.038 0.010
C -2.137 -4.253 3.198 -0.020 -0.038 0.018
C -1.613 -3.245 2.359 0.024 -0.072 -0.022
C -0.778 -3.569 1.218 0.016 -0.004 -0.003
H -4.280 2.145 2.876 0.006 -0.001 0.001
H -3.813 0.507 2.404 -0.044 -0.104 -0.012
H -3.446 1.848 1.347 0.022 0.026 -0.089
H -2.893 3.504 4.079 -0.015 0.007 0.002
H -0.815 3.919 5.324 0.005 0.023 0.022
H 1.106 2.362 5.073 0.047 0.010 0.026
H 0.918 0.442 3.534 0.073 -0.062 -0.006
H -3.381 -1.725 0.699 -0.017 -0.022 0.003
H -4.747 -1.114 -1.266 -0.020 -0.022 -0.004
H -4.086 0.841 -2.653 -0.014 0.007 -0.014
H -2.018 2.062 -2.130 0.049 0.102 -0.065
H 0.027 2.216 -1.061 0.007 0.013 0.014
H 0.609 0.884 -0.050 -0.015 -0.006 0.001
H -0.264 2.224 0.686 0.000 -0.006 0.002
H -2.865 -0.607 4.144 -0.011 0.085 0.031
H -3.799 -2.419 5.515 -0.018 0.011 0.024
H -3.288 -4.780 4.913 -0.007 -0.018 0.011
H -1.922 -5.285 2.945 0.006 -0.017 -0.008
H -1.087 -3.103 0.280 0.018 0.033 -0.003
H -0.644 -4.639 1.076 -0.013 -0.011 -0.001
C -3.294 2.355 -5.665 0.034 0.017 0.008
C -1.999 2.648 -4.949 -0.046 0.055 -0.050
C -1.698 3.965 -4.605 0.007 -0.063 -0.001
C -0.523 4.257 -3.932 0.024 -0.034 0.014
C 0.356 3.245 -3.586 -0.017 0.092 -0.003
C 0.068 1.922 -3.925 0.047 0.051 0.045
N 0.837 0.848 -3.529 0.044 -0.077 0.018
C 2.167 0.810 -3.171 -0.045 -0.015 -0.017
C 3.103 1.743 -3.630 0.030 0.028 -0.004
C 4.446 1.608 -3.326 -0.004 0.016 -0.012
C 4.891 0.536 -2.568 0.010 -0.037 0.032
C 3.962 -0.388 -2.113 0.043 0.107 -0.031
C 2.608 -0.274 -2.382 0.078 -0.075 -0.020
C 1.655 -1.344 -1.847 -0.066 0.188 0.111
O 0.530 -1.420 -2.381 -0.374 -0.145 -0.159
O 2.067 -2.054 -0.902 0.415 -0.079 0.289
C -1.112 1.623 -4.627 -0.135 -0.004 -0.138
C -1.385 0.185 -4.962 -0.076 -0.047 0.002
H -3.886 3.264 -5.765 -0.016 0.020 -0.009
H -3.893 1.620 -5.126 -0.017 -0.033 0.024
H -3.119 1.956 -6.666 0.005 -0.017 -0.030
H -2.393 4.756 -4.859 -0.024 0.024 -0.008
H -0.299 5.278 -3.650 0.004 0.021 0.005
H 1.239 3.470 -3.008 0.049 0.012 0.021
H 0.373 -0.042 -3.264 0.062 0.102 0.036
H 2.778 2.554 -4.266 -0.015 0.027 -0.021
H 5.149 2.340 -3.703 0.032 0.032 -0.017
H 5.943 0.417 -2.343 0.027 -0.002 0.008
H 4.270 -1.240 -1.531 0.058 -0.126 0.074
H -0.472 -0.307 -5.300 -0.014 0.005 -0.020
H -2.140 0.083 -5.737 -0.053 -0.006 -0.006
H -1.722 -0.368 -4.078 -0.004 -0.001 -0.027
C 5.524 -1.594 3.802 -0.069 0.058 0.199
As 4.009 -2.231 2.798 -0.112 0.054 -0.265
C 3.837 -4.111 3.155 -0.091 -0.040 0.049
C 4.537 -2.057 0.969 0.035 0.004 -0.011
O 2.613 -1.411 3.131 0.163 -0.064 -0.059
H 6.420 -2.134 3.502 0.031 -0.016 -0.004
H 5.343 -1.734 4.868 0.021 0.024 -0.027
H 5.645 -0.531 3.592 -0.006 -0.053 0.013
H 4.743 -4.645 2.874 0.027 -0.011 -0.009
H 2.990 -4.465 2.564 0.049 0.003 0.046
H 3.623 -4.258 4.214 0.000 0.004 -0.040
H 5.475 -2.580 0.784 0.023 -0.017 0.026
H 4.654 -0.993 0.760 0.011 -0.027 0.012
H 3.741 -2.435 0.322 -0.012 0.048 -0.013
```
Forces are in eV/Å.

Its spin multiplicity is 1. The calculation puts the HOMO-LUMO gap at 0.211 Eh. For the total energy, the calculation gives -122902.681 eV. The HOMO energy is -3.47 eV. The calculation puts the energy relative to the best compared isomer or geometry (same formula, charge and spin) at 52.39 kJ/mol. For the largest force on an atom, the calculation gives 0.51 eV Å⁻¹. The charge is -1.

This record from the Open Molecules 2025 dataset describes C39H43Cl2IrN7O4P as an isolated structure. The level of theory is ωB97M-V/def2-TZVPD.

Geometry as XYZ:
```
97
Properties=species:S:1:pos:R:3:forces:R:3
Ir 1.536 0.309 0.654 0.303 -0.267 -0.062
Cl 4.813 -6.015 -0.152 0.007 0.080 -0.179
C 3.909 -4.714 0.483 -0.072 0.457 -0.244
C 3.687 -3.581 -0.266 0.321 -0.479 -0.279
C 2.969 -2.486 0.242 -0.010 -0.090 -0.019
N 2.748 -1.332 -0.419 -0.474 0.455 0.713
C 3.179 -1.085 -1.688 0.195 -0.374 -0.127
O 3.727 -1.878 -2.432 -0.093 0.341 -0.041
C 2.939 0.324 -2.142 0.238 0.042 -0.655
C 3.413 0.699 -3.397 -0.097 -0.052 0.256
C 3.225 2.001 -3.826 -0.098 -0.007 0.183
C 2.610 2.897 -2.963 -0.024 -0.192 0.043
C 2.176 2.441 -1.727 -0.087 0.437 -0.178
N 2.306 1.179 -1.337 -0.061 -0.541 0.421
C 2.437 -2.573 1.593 -0.004 0.001 -0.055
C 2.678 -3.748 2.326 0.110 -0.639 0.364
C 3.399 -4.795 1.803 -0.237 0.472 0.219
Cl 3.717 -6.182 2.743 -0.118 -0.016 0.167
N 1.770 -1.496 2.047 0.206 0.465 -0.831
C 1.280 -1.387 3.315 -0.086 -0.312 0.288
O 1.266 -2.263 4.159 -0.098 0.305 0.006
C 0.699 -0.040 3.630 -0.214 -0.023 0.806
C 0.225 0.175 4.921 0.178 -0.054 -0.284
C -0.334 1.402 5.235 0.009 0.038 -0.240
C -0.430 2.357 4.237 0.059 -0.227 -0.025
C 0.038 2.050 2.967 -0.362 0.333 0.036
N 0.607 0.888 2.675 0.180 -0.526 -0.424
H 4.083 -3.523 -1.268 -0.025 -0.067 0.134
H 3.919 -0.043 -3.999 -0.030 -0.016 0.026
H 3.554 2.313 -4.806 0.059 0.028 -0.012
H 2.459 3.929 -3.239 0.010 0.084 0.040
H 1.703 3.115 -1.031 -0.056 0.040 0.030
H 2.296 -3.823 3.332 0.065 -0.037 -0.105
H 0.301 -0.627 5.642 0.059 0.004 -0.047
H -0.702 1.602 6.230 -0.005 0.021 0.079
H -0.855 3.328 4.430 -0.052 0.120 -0.052
H -0.053 2.773 2.171 0.030 -0.047 -0.043
O 3.379 1.090 1.464 -0.874 0.460 0.614
N 4.019 2.037 0.950 1.337 0.823 -1.030
C 3.802 3.318 1.077 -0.305 -1.696 0.372
C 2.738 3.839 1.846 -0.770 -0.014 0.523
N 1.822 4.188 2.442 0.008 0.285 0.063
C 4.571 4.245 0.342 0.604 0.220 -0.512
N 5.120 5.037 -0.279 0.092 0.104 -0.077
O -0.670 0.028 -0.127 0.832 0.149 0.447
P -2.025 -0.134 -0.758 -1.655 -0.097 -0.846
C -2.066 -1.207 -2.303 -0.148 0.282 0.324
C -1.266 -2.507 -2.184 0.165 -0.042 0.328
C 0.231 -2.290 -2.372 -0.023 -0.136 -0.204
C 0.519 -1.669 -3.732 0.124 0.217 0.242
C -0.206 -0.333 -3.813 -0.049 -0.197 -0.260
C -1.707 -0.551 -3.640 0.133 0.377 0.030
C -3.367 -0.898 0.321 0.176 0.237 -0.299
C -3.388 -0.344 1.748 0.289 0.266 0.086
C -2.267 -0.930 2.599 -0.199 -0.112 0.172
C -2.346 -2.449 2.653 0.280 0.088 -0.122
C -2.264 -2.985 1.231 -0.266 -0.141 0.137
C -3.415 -2.424 0.404 0.271 -0.117 -0.231
C -2.796 1.484 -1.345 0.068 -0.457 0.051
C -1.762 2.416 -1.986 0.299 -0.175 0.034
C -0.973 3.223 -0.958 -0.157 0.227 -0.121
C -1.883 4.020 -0.034 0.160 -0.247 0.166
C -2.836 3.059 0.664 -0.177 0.168 -0.166
C -3.659 2.298 -0.372 0.033 -0.189 0.280
H -3.134 -1.459 -2.355 0.011 0.020 0.116
H -1.625 -3.189 -2.959 -0.066 -0.048 0.011
H -1.430 -2.987 -1.224 -0.090 -0.132 0.008
H 0.754 -3.243 -2.271 0.034 -0.008 0.087
H 0.585 -1.622 -1.582 0.022 -0.084 -0.030
H 0.165 -2.331 -4.527 0.037 -0.027 -0.035
H 1.593 -1.534 -3.866 -0.006 -0.071 -0.100
H -0.011 0.151 -4.773 -0.019 0.077 0.043
H 0.173 0.319 -3.020 0.066 0.094 0.007
H -2.031 -1.239 -4.427 -0.094 0.022 -0.005
H -2.252 0.380 -3.794 -0.073 0.007 -0.023
H -4.282 -0.571 -0.192 0.115 0.079 -0.073
H -4.352 -0.590 2.202 -0.035 0.011 -0.069
H -3.297 0.738 1.747 -0.132 0.064 0.056
H -2.314 -0.511 3.607 0.049 0.078 -0.028
H -1.314 -0.652 2.150 0.019 0.052 0.057
H -3.285 -2.759 3.113 -0.043 -0.064 0.081
H -1.526 -2.845 3.253 -0.014 -0.057 0.101
H -2.301 -4.076 1.229 0.073 -0.013 -0.060
H -1.310 -2.670 0.800 0.133 -0.091 -0.024
H -4.355 -2.692 0.896 -0.047 0.016 -0.039
H -3.445 -2.874 -0.587 -0.047 -0.035 -0.044
H -3.476 1.125 -2.129 0.092 -0.069 0.010
H -2.286 3.115 -2.648 -0.032 -0.061 -0.003
H -1.065 1.849 -2.602 -0.026 0.097 -0.089
H -0.306 3.897 -1.500 0.095 -0.006 0.074
H -0.370 2.540 -0.348 0.070 0.011 -0.039
H -2.454 4.753 -0.607 -0.008 0.081 -0.023
H -1.284 4.563 0.700 -0.020 0.098 -0.015
H -3.502 3.604 1.336 0.019 -0.080 0.053
H -2.251 2.354 1.260 0.027 0.011 0.112
H -4.202 3.032 -0.976 -0.059 -0.049 -0.001
H -4.409 1.669 0.109 -0.027 0.034 -0.026
```
Forces are in eV/Å.

Its expectation value of S² is 8.786. Its spin multiplicity is 6. The calculation puts the HOMO-LUMO gap (alpha / beta) at 0.275 / 0.212 Eh. For the total energy, the calculation gives -96926.120 eV. The HOMO energy (alpha / beta) is -10.72 / -11.34 eV. The calculation puts the energy relative to the best compared isomer or geometry (same formula, charge and spin) at 61.49 kJ/mol. For the largest force on an atom, the calculation gives 1.88 eV Å⁻¹. The charge is +1.

This record from the Open Molecules 2025 dataset describes C39H43ClP2Si2Ti as an isolated structure. The level of theory is ωB97M-V/def2-TZVPD.

Geometry as XYZ:
```
88
Properties=species:S:1:pos:R:3:forces:R:3
C -1.932 -0.721 3.854 -0.858 -1.360 -0.139
C -2.597 -0.187 2.693 0.182 -0.616 0.509
C -2.437 -1.129 1.620 -0.070 -0.033 -0.249
H -3.169 0.738 2.658 0.222 -0.217 -0.002
C -1.672 -2.242 2.109 -0.441 -0.097 1.203
C -1.363 -1.994 3.493 -1.706 -0.064 0.092
H -0.881 -2.689 4.176 -0.136 0.324 -0.245
H -1.944 -0.301 4.859 0.143 -0.125 -0.330
H -2.873 -1.047 0.629 0.022 -0.146 0.246
H -1.402 -3.134 1.549 -0.029 0.296 0.188
Ti -0.449 -0.430 2.249 1.940 2.029 -2.054
Si 0.322 0.222 -0.704 -2.634 -0.760 2.399
C -0.621 1.783 -0.964 0.427 0.694 -0.328
C -0.038 2.904 -1.576 -0.394 -0.019 -0.192
H 1.020 2.891 -1.845 -0.302 0.036 -0.066
C -0.821 4.009 -1.915 -0.007 0.150 0.092
H -0.389 4.817 -2.509 -0.066 -0.157 0.305
C -2.161 4.072 -1.528 0.089 -0.283 0.090
H -2.773 4.941 -1.788 0.265 -0.335 0.121
C -2.718 3.007 -0.803 0.092 0.215 -0.258
H -3.754 3.058 -0.465 0.311 -0.030 -0.110
C -1.964 1.866 -0.548 -0.144 -0.043 -0.050
H -2.429 1.029 -0.021 0.223 0.186 -0.147
C -0.485 -1.345 -1.248 0.473 0.220 -0.111
C -1.613 -1.326 -2.080 -0.059 -0.483 -0.344
H -2.047 -0.376 -2.405 0.136 -0.343 0.096
C -2.166 -2.529 -2.522 -0.192 0.270 0.154
H -2.990 -2.502 -3.237 0.129 -0.057 0.274
C -1.680 -3.751 -2.055 0.211 -0.102 0.044
H -2.147 -4.691 -2.371 0.234 0.435 0.090
C -0.580 -3.771 -1.190 -0.056 0.026 -0.030
H -0.177 -4.724 -0.839 -0.172 0.299 -0.073
C 0.031 -2.578 -0.806 -0.048 -0.171 -0.195
H 0.911 -2.600 -0.154 -0.235 -0.036 -0.204
H 0.783 0.118 0.742 0.840 -0.017 -0.104
Si 1.604 0.075 -3.826 0.865 0.212 -2.016
C 0.951 -1.495 -4.575 0.031 -0.721 0.560
C 0.244 -1.453 -5.797 -0.034 0.266 0.387
H 0.043 -0.489 -6.276 -0.016 -0.418 0.184
C -0.203 -2.632 -6.393 0.181 -0.040 0.122
H -0.756 -2.582 -7.327 0.123 -0.010 0.127
C 0.046 -3.866 -5.789 0.105 0.231 0.259
H -0.314 -4.791 -6.246 0.087 0.330 0.159
C 0.766 -3.913 -4.590 0.071 -0.128 0.001
H 0.934 -4.870 -4.091 0.040 0.268 -0.247
C 1.251 -2.746 -4.005 -0.348 0.107 -0.189
H 1.837 -2.798 -3.084 -0.260 -0.070 -0.243
C 0.672 1.486 -4.578 -0.087 0.393 0.427
C -0.725 1.546 -4.457 0.090 0.329 -0.091
H -1.246 0.843 -3.802 0.132 0.248 -0.301
C -1.442 2.527 -5.136 -0.023 -0.085 -0.057
H -2.517 2.598 -4.979 0.202 -0.017 -0.166
C -0.789 3.407 -6.008 0.174 -0.191 0.208
H -1.369 4.134 -6.583 0.249 -0.229 0.246
C 0.603 3.352 -6.136 0.025 -0.049 0.047
H 1.116 4.040 -6.812 -0.163 -0.234 0.258
C 1.342 2.420 -5.397 -0.315 -0.191 0.154
H 2.432 2.387 -5.467 -0.345 0.075 -0.074
H 3.034 0.202 -4.194 -0.117 0.075 0.189
Cl 2.282 0.288 -1.623 0.042 -0.022 -0.532
C 1.852 -2.929 3.850 0.457 -0.346 0.132
P 1.592 -1.185 3.444 -1.039 0.982 -0.198
C 3.120 -0.681 2.604 0.763 -0.399 0.172
C 1.685 -0.321 5.078 -0.112 0.015 -0.012
C 2.341 -0.877 6.176 -0.056 0.271 0.035
C 2.268 -0.255 7.424 0.022 0.043 -0.134
C 1.538 0.921 7.579 0.053 0.019 -0.149
C 0.895 1.501 6.481 0.228 -0.205 0.034
C 0.969 0.888 5.226 -0.124 0.018 0.009
P 0.049 1.534 3.745 0.498 -1.252 0.275
C -1.241 2.566 4.486 -0.282 0.435 0.145
C 1.173 2.747 3.000 0.210 0.597 -0.095
H 1.801 -3.520 2.926 0.036 0.141 0.212
H 1.078 -3.293 4.535 0.237 0.131 -0.152
H 2.839 -3.065 4.311 -0.201 -0.189 -0.110
H 3.262 0.404 2.664 -0.105 -0.240 0.000
H 3.960 -1.189 3.095 0.183 0.259 -0.258
H 3.063 -0.975 1.549 0.094 0.029 0.284
H 2.906 -1.800 6.059 -0.134 0.204 0.131
H 2.792 -0.696 8.268 -0.155 0.095 -0.082
H 1.478 1.399 8.555 -0.003 -0.112 -0.194
H 0.327 2.425 6.621 0.219 -0.304 -0.062
H -0.809 3.544 4.741 -0.289 -0.204 0.053
H -2.053 2.708 3.760 0.209 0.022 0.209
H -1.649 2.104 5.393 0.043 0.083 -0.297
H 1.002 2.776 1.915 0.107 0.085 0.286
H 2.219 2.483 3.204 -0.293 0.103 -0.108
H 0.949 3.733 3.428 0.338 -0.096 -0.209
```
Forces are in eV/Å.

Its expectation value of S² is 0.774. Its spin multiplicity is 2. The calculation puts the HOMO-LUMO gap (alpha / beta) at 0.146 / 0.153 Eh. For the total energy, the calculation gives -111105.215 eV. The HOMO energy (alpha / beta) is -7.26 / -7.39 eV. The calculation puts the energy relative to the best compared isomer or geometry (same formula, charge and spin) at 0.00 kJ/mol. For the largest force on an atom, the calculation gives 3.64 eV Å⁻¹. The charge is +1.

Q: What is the formula in the third record?
A: C39H43ClP2Si2Ti